DFT (ωB97M-V with the def2-TZVPD basis set) results for a cluster of 2 separate species, C26H30ClN3O4 in total.

The value obtained for the energy above the lowest of the compared OMol25 structures with the same formula, charge and spin is 2.1 kcal/mol. Its SMILES is Cc1nc2ccc(Cl)cc2c(-c2ccccc2)c1C(=O)O.CNC(=O)[C@H](CC(C)C)NC(C)=O. As for the HOMO energy: -8.6986 eV. For the molar mass, the calculation gives 483.996 g/mol. As for the strongest force on any atom: 2.6 eV/A. As for the electronic energy: -52633.5887 eV. The gap between HOMO and LUMO comes out at 0.309 Ha.

The geometry in XYZ format:
```
64
Properties=species:S:1:pos:R:3:forces:R:3:nbo_charge:R:1
C -0.806 1.738 -6.392 0.0 0.1 0.1 -0.659
C -1.528 1.057 -5.261 1.3 0.6 1.5 0.278
N -0.990 1.201 -4.042 -0.1 0.3 -1.9 -0.415
C -1.573 0.614 -2.989 -0.3 -0.1 -0.2 0.137
C -0.994 0.808 -1.733 -0.3 -0.5 1.9 -0.169
C -1.556 0.234 -0.587 0.9 0.8 -0.7 -0.226
C -2.712 -0.541 -0.692 -0.7 -0.3 -1.5 -0.029
Cl -3.430 -1.246 0.734 0.2 0.2 -0.3 0.005
C -3.297 -0.742 -1.945 0.0 -0.2 1.5 -0.223
C -2.735 -0.175 -3.110 -0.1 -0.1 0.6 -0.031
C -3.299 -0.346 -4.386 0.6 0.7 -1.4 0.063
C -4.492 -1.186 -4.583 -0.8 -0.6 -0.2 -0.101
C -4.390 -2.580 -4.465 -0.4 0.0 -0.1 -0.149
C -5.516 -3.391 -4.631 0.0 0.5 0.0 -0.211
C -6.757 -2.814 -4.917 0.3 0.3 0.0 -0.212
C -6.867 -1.425 -5.045 0.4 -0.2 0.1 -0.203
C -5.738 -0.614 -4.882 0.0 -0.4 0.0 -0.200
C -2.686 0.299 -5.472 -0.1 -1.5 2.1 -0.205
C -3.227 0.179 -6.812 -1.3 1.2 -1.3 0.792
O -3.840 1.124 -7.278 0.4 -1.0 -0.2 -0.580
O -3.020 -0.973 -7.485 0.0 0.5 0.5 -0.661
H -0.575 1.023 -7.186 -0.1 0.1 -0.1 0.221
H 0.134 2.172 -6.037 -0.3 -0.2 0.1 0.242
H -1.423 2.542 -6.802 0.0 -0.1 -0.1 0.240
H -0.102 1.421 -1.663 -0.1 -0.1 0.0 0.232
H -1.103 0.392 0.387 0.0 0.0 -0.1 0.231
H -4.203 -1.340 -1.989 0.1 0.1 -0.1 0.237
H -3.426 -3.031 -4.248 -0.1 0.1 0.0 0.214
H -5.426 -4.470 -4.539 0.0 0.1 0.0 0.216
H -7.634 -3.443 -5.042 0.1 0.1 0.0 0.217
H -7.828 -0.975 -5.275 0.1 0.0 0.0 0.220
H -5.827 0.464 -4.986 0.1 -0.1 0.0 0.229
H -3.498 -0.863 -8.319 0.0 -0.1 -0.2 0.500
C 3.469 -0.911 7.645 0.1 0.4 -0.2 -0.409
N 2.728 0.342 7.509 0.4 -1.3 0.5 -0.606
C 2.618 1.200 6.483 -0.5 0.8 -0.2 0.672
O 1.896 2.176 6.652 0.2 0.1 -0.7 -0.637
C 3.323 1.046 5.106 0.2 -0.2 -0.2 -0.137
C 2.282 0.919 3.972 0.3 0.1 0.0 -0.395
C 2.846 0.979 2.538 -0.3 0.4 0.0 -0.209
C 1.701 0.815 1.538 0.2 -0.3 0.3 -0.603
C 3.557 2.299 2.232 0.2 -0.4 0.4 -0.612
N 4.321 -0.023 4.956 -1.5 0.2 -0.2 -0.621
C 5.585 0.075 5.364 1.6 0.4 0.7 0.674
C 6.488 -1.093 5.046 -0.1 0.1 0.0 -0.710
O 6.024 1.038 5.973 -0.4 0.1 0.0 -0.628
H 4.537 -0.701 7.729 0.0 -0.2 0.0 0.204
H 3.279 -1.562 6.791 0.1 -0.1 0.1 0.192
H 3.150 -1.429 8.551 -0.1 0.2 -0.1 0.211
H 2.211 0.646 8.320 0.0 0.1 -0.1 0.408
H 3.841 1.995 4.968 0.1 0.0 0.2 0.250
H 1.553 1.724 4.081 0.0 0.0 0.2 0.239
H 1.748 -0.023 4.100 -0.2 -0.1 0.0 0.196
H 3.548 0.159 2.387 0.1 -0.1 0.0 0.186
H 1.196 -0.135 1.712 -0.2 0.0 -0.1 0.205
H 2.097 0.821 0.522 -0.1 0.0 -0.1 0.211
H 0.988 1.632 1.652 -0.1 0.0 -0.1 0.204
H 4.445 2.400 2.856 0.1 0.2 0.0 0.211
H 2.888 3.139 2.419 0.0 0.1 0.0 0.209
H 3.873 2.315 1.189 0.0 0.1 0.0 0.211
H 4.048 -0.858 4.467 -0.1 0.0 -0.1 0.393
H 6.598 -1.179 3.966 0.0 -0.2 -0.1 0.227
H 7.464 -0.912 5.496 -0.2 0.0 -0.1 0.247
H 6.062 -2.007 5.453 0.0 -0.2 -0.1 0.219
```
Positions in Å, forces in eV/Å.